Run a
Formula: C7H10
Source: OMol25
Level of theory: ωB97M-V with the def2-TZVPD basis set

Output
* highest occupied orbital energy: -0.309 hartree
* SMILES: C1[C@@H]2CC3(CC3)[C@H]12
* LUMO: 1.2 eV
* frontier orbital gap: 9.636 eV

Geometry as ORCA input:
```
! RIJCOSX wB97M-V def2-TZVPD def2/J DEFGRID3
* xyz 0 1
C 1.6979 0.7568 0.6121
C 1.5878 -0.7038 0.3616
C 0.6286 -0.9307 -0.8202
C -0.5454 -0.3181 0.0317
C -2.0901 -0.2955 -0.0543
C -1.5350 0.8969 -0.6963
C 0.4868 0.0089 1.1430
H 1.5991 1.4447 -0.2265
H 2.4237 1.0636 1.3650
H 2.2973 -1.4315 0.7541
H 0.6151 -1.9532 -1.2213
H 0.8482 -0.2421 -1.6435
H -2.5771 -1.0170 -0.7093
H -2.6361 -0.1258 0.8736
H -1.5457 0.9719 -1.7908
H -1.6038 1.8698 -0.2039
H 0.3487 0.0051 2.2250
*
```

natural (NBO) atomic charge list, values in e, 6 entries: -0.41, -0.23, -0.40, -0.01, -0.41, -0.44


Run b
Formula: C7H10
Source: OMol25
Level of theory: ωB97M-V with the def2-TZVPD basis set

Output
* highest occupied orbital energy: -0.321 hartree
* SMILES: C=CC(C=C)=CC
* LUMO: 1.1 eV
* frontier orbital gap: 9.880 eV

Geometry as ORCA input:
```
! RIJCOSX wB97M-V def2-TZVPD def2/J DEFGRID3
* xyz 0 1
C 1.4727 -2.1168 0.7492
C 0.3504 -1.5624 0.3193
C 0.1128 -0.1595 -0.0401
C -0.8660 0.1059 -1.1461
C -2.1584 0.2012 -0.9141
C 0.6802 0.8466 0.6247
C 0.4012 2.3002 0.4213
H 2.4222 -1.5981 0.8278
H 1.5870 -3.1681 0.9836
H -0.5048 -2.2250 0.2839
H -0.4212 0.1518 -2.1317
H -2.8960 0.3807 -1.6860
H -2.5216 0.1623 0.1026
H 1.2377 0.6322 1.5189
H 0.3794 2.5912 -0.6319
H -0.5561 2.6367 0.8335
H 1.1832 2.9121 0.8795
*
```

natural (NBO) atomic charge list, values in e, 6 entries: -0.38, -0.20, -0.10, -0.20, -0.38, -0.14


Run c
Formula: C7H10
Source: OMol25
Level of theory: ωB97M-V with the def2-TZVPD basis set

Output
* highest occupied orbital energy: -0.292 hartree
* LUMO: 0.9 eV
* frontier orbital gap: 8.841 eV

Geometry as ORCA input:
```
! RIJCOSX wB97M-V def2-TZVPD def2/J DEFGRID3
* xyz 0 1
C 0.9023 0.3588 -1.6542
C -0.5883 0.1388 -1.7056
C 0.1341 0.1391 -0.3889
C -0.0114 1.2164 0.6695
C 0.5287 -0.3853 1.8617
C -0.7090 -1.1677 1.5524
C 0.3487 -1.0475 0.4966
H 1.2776 1.3581 -1.8650
H 1.5518 -0.4458 -1.9910
H -1.2160 0.9937 -1.9516
H -0.9571 -0.8158 -2.0730
H 0.6896 2.0555 0.5924
H -1.0250 1.5352 0.9298
H 0.5428 0.8063 1.8369
H -1.6947 -0.7305 1.4023
H -0.7218 -2.1064 2.1034
H 0.9477 -1.9030 0.1843
*
```

natural (NBO) atomic charge list, values in e, 6 entries: -0.40, -0.42, -0.09, -0.39, -0.18, -0.50


Tell me which of them is the least stable. Sure, it is run c.